{"formula": "C35H56BrN2O4OsSSi3", "method": "the ωB97M-V functional and the def2-TZVPD basis", "symbols": ["Os", "Br", "C", "C", "C", "C", "O", "C", "C", "N", "C", "C", "C", "C", "C", "C", "C", "C", "N", "C", "C", "H", "H", "H", "H", "H", "H", "H", "H", "H", "H", "C", "C", "C", "C", "O", "Si", "S", "O", "C", "C", "C", "C", "O", "C", "C", "C", "C", "H", "H", "H", "H", "H", "H", "H", "H", "H", "H", "H", "H", "H", "H", "H", "H", "H", "H", "H", "H", "H", "H", "H", "H", "H", "H", "H", "C", "Si", "C", "C", "C", "Si", "C", "C", "C", "H", "H", "H", "H", "H", "H", "H", "H", "H", "H", "H", "H", "H", "H", "H", "H", "H", "H", "H"], "coordinates": [[0.8004, 1.1576, -0.1060], [5.7459, 1.2261, 5.5797], [4.2613, 1.1965, 4.3928], [2.9663, 1.0293, 4.8848], [1.9149, 0.9684, 4.0043], [2.0830, 1.0641, 2.6016], [1.0281, 1.0105, 1.8575], [3.4244, 1.2591, 2.1153], [3.7430, 1.4163, 0.7309], [2.9641, 1.0969, -0.2601], [3.3667, 1.1504, -1.5771], [4.6895, 1.0399, -1.9934], [5.0162, 1.1088, -3.3466], [4.0384, 1.2427, -4.3008], [2.6808, 1.2833, -3.9304], [1.6310, 1.3222, -4.8696], [0.3329, 1.3251, -4.4229], [0.0764, 1.3100, -3.0511], [1.0387, 1.2916, -2.1377], [2.3351, 1.2555, -2.5541], [4.4797, 1.3332, 3.0371], [2.7921, 0.9586, 5.9471], [0.9057, 0.8516, 4.3652], [4.7136, 1.8642, 0.5179], [5.4760, 0.8875, -1.2700], [6.0547, 1.0502, -3.6379], [4.2915, 1.2906, -5.3462], [1.8652, 1.3190, -5.9222], [-0.4902, 1.3289, -5.1198], [-0.9415, 1.2947, -2.6833], [5.4878, 1.4843, 2.6771], [-1.4146, -5.0530, 2.1488], [-1.1983, -3.5630, 2.3996], [0.2912, -3.2401, 2.4773], [-1.9161, -3.1154, 3.6733], [-1.7957, -2.8221, 1.3380], [-1.4754, -2.5863, -0.2103], [0.1368, -1.1332, -0.3872], [-0.8874, -3.9178, -0.8996], [-0.1777, -4.1916, -2.1079], [1.3149, -3.9910, -1.8458], [-0.4686, -5.6506, -2.4629], [-0.6452, -3.2669, -3.2281], [-2.7312, -1.8807, -0.9182], [-4.1322, -2.1957, -0.8326], [-4.7625, -1.2720, 0.2047], [-4.7286, -1.9350, -2.2153], [-4.3360, -3.6469, -0.4214], [-0.9520, -5.6309, 2.9428], [-0.9791, -5.3339, 1.1948], [-2.4766, -5.2833, 2.1184], [0.7402, -3.7413, 3.3300], [0.4365, -2.1660, 2.5787], [0.7893, -3.5691, 1.5694], [-1.5378, -3.6670, 4.5289], [-2.9848, -3.2944, 3.5815], [-1.7609, -2.0515, 3.8352], [1.6485, -4.6425, -1.0433], [1.5037, -2.9596, -1.5533], [1.8824, -4.2138, -2.7450], [-0.1375, -6.3082, -1.6628], [0.0515, -5.9188, -3.3777], [-1.5358, -5.7961, -2.6063], [-0.4151, -2.2316, -2.9828], [-1.7190, -3.3543, -3.3639], [-0.1444, -3.5314, -4.1544], [-4.8308, -0.2639, -0.1874], [-4.1519, -1.2697, 1.1025], [-5.7576, -1.6289, 0.4580], [-4.4121, -0.9566, -2.5716], [-5.8134, -1.9549, -2.1533], [-4.4023, -2.6933, -2.9242], [-3.9890, -3.7852, 0.5976], [-3.7751, -4.3105, -1.0754], [-5.3915, -3.9002, -0.4783], [0.2311, 6.2201, 0.2379], [1.1571, 4.5630, 0.4353], [2.5582, 4.5919, -0.8702], [1.9266, 4.4858, 2.1773], [-0.0189, 3.1163, -0.0118], [-1.6693, 2.9347, 0.9723], [-2.6345, 1.5296, 0.0967], [-2.7294, 4.5122, 0.8129], [-1.4723, 2.5591, 2.8295], [0.9421, 7.0401, 0.2565], [-0.4857, 6.3962, 1.0302], [-0.3035, 6.2768, -0.7037], [3.1921, 5.4595, -0.7222], [2.1597, 4.6549, -1.8775], [3.1947, 3.7163, -0.8269], [2.4727, 5.4055, 2.3669], [2.6288, 3.6654, 2.2820], [1.1834, 4.3805, 2.9607], [-0.3225, 3.3170, -1.0470], [-2.8400, 1.7732, -0.9409], [-3.5910, 1.3744, 0.5851], [-2.1017, 0.5796, 0.1188], [-2.7545, 4.8975, -0.1999], [-2.3830, 5.3078, 1.4610], [-3.7500, 4.2841, 1.1014], [-1.0728, 1.5631, 2.9945], [-2.4390, 2.6274, 3.3208], [-0.8086, 3.2703, 3.3099]], "forces_ev_per_a": [[2.942, -0.328, 1.500], [-0.292, 0.022, -0.149], [0.813, 0.134, -0.724], [-0.401, -0.017, -0.360], [-0.046, -0.018, 0.079], [0.623, -0.188, 0.008], [-0.584, 0.155, 0.714], [-0.719, 0.033, -0.678], [-0.120, -0.148, 1.387], [-3.533, 0.503, 0.471], [0.873, 0.000, -1.719], [-0.920, 0.094, 0.588], [-0.126, 0.123, -0.603], [0.301, -0.110, 0.291], [-0.206, 0.022, 0.524], [-0.393, -0.029, 0.311], [0.430, 0.004, -0.464], [0.225, -0.006, 0.350], [-0.924, 0.025, -0.683], [0.699, -0.034, -0.381], [0.297, 0.099, 1.006], [-0.007, -0.036, 0.085], [-0.125, -0.037, 0.054], [0.061, -0.393, -0.163], [0.039, -0.033, 0.076], [0.027, -0.021, -0.035], [0.066, -0.017, -0.187], [-0.013, 0.047, -0.151], [-0.092, 0.014, 0.007], [0.025, 0.015, 0.091], [0.059, -0.006, -0.030], [-0.012, 0.297, -0.011], [0.155, -0.274, 0.499], [-0.301, 0.078, -0.011], [0.134, -0.077, -0.339], [-0.447, 0.025, 0.084], [0.177, 0.713, 0.205], [0.978, 1.515, -0.599], [-0.089, 0.083, 0.426], [0.413, -0.231, -0.583], [-0.279, 0.003, 0.019], [0.007, 0.352, 0.201], [-0.008, -0.055, 0.261], [0.013, 0.121, -0.331], [-0.533, -0.007, -0.093], [0.136, -0.208, -0.192], [0.233, -0.065, 0.300], [0.117, 0.170, -0.069], [0.050, -0.132, 0.093], [0.108, -0.096, -0.083], [-0.135, -0.028, 0.038], [0.072, -0.086, 0.082], [0.032, 0.087, 0.025], [0.167, -0.074, -0.127], [0.032, -0.047, 0.133], [-0.097, -0.050, 0.003], [0.044, 0.118, 0.040], [0.056, -0.142, 0.090], [0.083, 0.000, -0.068], [0.103, -0.053, -0.097], [0.048, -0.055, 0.074], [0.055, -0.063, -0.110], [-0.135, -0.019, -0.055], [0.038, 0.089, -0.036], [-0.177, -0.046, -0.089], [0.042, -0.023, -0.144], [-0.053, 0.180, -0.003], [0.045, 0.010, 0.182], [-0.133, 0.043, 0.011], [-0.015, 0.075, -0.027], [-0.126, -0.018, -0.051], [0.035, -0.040, -0.088], [-0.039, -0.135, 0.170], [0.021, -0.135, -0.119], [-0.072, -0.071, 0.007], [0.175, -0.761, 0.103], [0.575, 0.529, -0.089], [-0.565, -0.088, 0.556], [-0.370, -0.134, -0.702], [0.166, -1.715, -0.460], [-0.739, -0.129, 0.233], [0.561, 0.560, 0.514], [0.582, -0.496, -0.053], [0.048, -0.006, -0.808], [0.256, 0.080, 0.022], [-0.131, -0.002, 0.206], [-0.106, -0.045, -0.239], [0.110, 0.228, 0.098], [-0.171, 0.003, -0.221], [0.161, -0.222, 0.038], [0.070, 0.208, -0.046], [0.104, -0.104, 0.000], [-0.188, -0.014, 0.112], [-0.036, 0.434, -0.058], [0.009, 0.108, -0.261], [-0.133, 0.008, 0.163], [0.018, -0.177, 0.001], [0.013, 0.064, -0.257], [0.113, 0.144, 0.163], [-0.210, -0.175, 0.082], [0.032, -0.104, -0.014], [-0.206, 0.046, -0.007], [0.140, 0.162, 0.089]], "mulliken_charge": [0.7489, -0.1615, -0.3481, -0.4484, -0.5631, 0.4853, -0.5582, -0.3163, -0.0531, 0.4499, 0.5874, -0.4387, -1.0780, -0.8333, 0.5839, -0.8553, -1.0112, 0.0462, 0.7918, 0.0951, -0.8793, 0.4756, 0.5041, 0.4753, 0.5870, 0.4256, 0.4710, 0.4663, 0.5380, 0.2889, 0.5385, -1.5790, 1.6791, -1.2430, -1.7209, 0.0826, -1.7226, 0.0447, 0.5663, 1.7226, -1.2580, -1.8673, -1.1873, 0.6023, 1.6998, -1.4742, -1.7976, -1.4911, 0.5122, 0.1480, 0.3541, 0.5619, 0.0813, 0.2037, 0.4298, 0.3505, 0.2976, 0.2887, 0.0573, 0.5007, 0.3631, 0.4290, 0.3919, 0.0663, 0.1815, 0.6008, 0.2994, 0.2021, 0.5112, 0.2831, 0.4301, 0.3716, 0.2511, 0.2368, 0.5420, -1.2251, -0.1130, -1.0108, -0.8289, -0.2632, -0.0286, -0.4375, -1.2758, -0.5810, 0.3822, 0.3541, 0.3456, 0.5214, 0.3041, 0.2170, 0.5450, 0.1585, 0.2641, 0.6026, 0.3541, 0.4516, -0.5420, 0.3562, 0.3586, 0.4039, -0.1928, 0.5784, 0.2848], "charge": 1, "homo_lumo_gap_ev": [6.06, 6.09], "e_tot_ha": -5709.136409, "homo_ev": [-10.529, -10.533], "lumo_energy_ev": [-4.47, -4.44]}



{"formula": "C35H56IN2O20PS6", "method": "the ωB97M-V functional and the def2-TZVPD basis", "symbols": ["C", "C", "C", "O", "C", "C", "C", "C", "C", "C", "C", "C", "C", "C", "C", "O", "C", "C", "C", "C", "S", "C", "C", "C", "C", "O", "C", "C", "C", "C", "S", "C", "I", "N", "P", "N", "O", "H", "H", "H", "H", "H", "H", "H", "H", "H", "H", "H", "H", "H", "H", "H", "H", "H", "H", "H", "H", "H", "H", "H", "H", "H", "H", "H", "H", "H", "H", "H", "H", "H", "H", "H", "H", "H", "H", "H", "H", "O", "S", "O", "O", "C", "C", "O", "H", "H", "H", "H", "O", "S", "O", "O", "C", "C", "O", "H", "H", "H", "H", "O", "S", "O", "O", "C", "C", "O", "H", "H", "H", "H", "O", "S", "O", "O", "C", "C", "O", "H", "H", "H", "H"], "coordinates": [[2.8991, -1.7949, -4.9637], [2.4040, -2.9630, -3.9415], [2.2149, -2.2150, -2.5067], [3.5561, -2.0471, -1.9639], [3.7283, -0.7727, -1.3496], [4.1471, 0.5218, -2.1401], [4.2867, 1.8476, -1.3547], [4.6658, 3.2342, -2.1035], [3.4063, 4.2260, -1.8651], [2.5186, 4.4637, -3.1900], [1.0335, 5.0448, -2.8473], [-0.1500, 4.0663, -3.3116], [-0.0221, 2.5597, -2.7239], [-0.4626, 1.4271, -3.7936], [0.2958, 1.5268, -5.2045], [-0.6467, 1.2333, -6.2843], [-1.2735, 2.4982, -6.6116], [4.0621, 1.8846, 0.1979], [3.6496, 0.6310, 1.0206], [3.4857, -0.6856, 0.1683], [2.9315, -2.1660, 1.1652], [1.6631, -1.3709, 2.2841], [2.1047, 0.0322, 2.8543], [1.0631, 0.7079, 3.7962], [-0.3253, 0.0640, 4.1067], [-1.2509, 0.7704, 4.9566], [-0.7294, -1.2981, 3.4839], [-2.2060, -1.8306, 3.8395], [-3.2059, -0.9867, 2.8567], [-4.5092, -1.8133, 2.4074], [-5.9571, -0.6012, 2.4994], [0.2921, -2.0282, 2.5813], [-0.3059, -3.9434, 1.7496], [3.4139, 0.5894, 2.4784], [3.8338, 2.0728, 3.3344], [2.7746, 3.3931, 2.7451], [5.4237, 2.6252, 2.9382], [3.9963, -1.5243, -4.8339], [2.2265, -0.8875, -4.7214], [2.6369, -2.0887, -6.0429], [1.3907, -3.4070, -4.2498], [3.2315, -3.7360, -3.8198], [1.7817, -1.1520, -2.6342], [1.5344, -2.8629, -1.8442], [4.3174, 0.4313, -3.2603], [4.6676, 2.9588, -3.2263], [5.6618, 3.6653, -1.7577], [3.7422, 5.2583, -1.4682], [2.6721, 3.8263, -1.0671], [3.0336, 5.3166, -3.7757], [2.4095, 3.5411, -3.8527], [0.8954, 5.2785, -1.7366], [0.8697, 6.0426, -3.4073], [-1.1294, 4.4919, -2.8624], [-0.3308, 4.0838, -4.4531], [1.0242, 2.3664, -2.3035], [-0.7555, 2.4422, -1.8374], [-1.5867, 1.5478, -3.9534], [-0.3050, 0.4097, -3.2709], [0.8302, 2.5248, -5.3556], [1.1017, 0.7112, -5.2571], [-0.5473, 3.3565, -6.8095], [-1.9650, 2.7732, -5.7337], [-1.9029, 2.3296, -7.5516], [4.2180, 2.8901, 0.7000], [1.2648, 1.7193, 4.2702], [-1.4493, 1.5918, 4.4516], [-2.4211, -1.4439, 4.8990], [-2.3287, -2.9549, 3.7221], [-3.4379, 0.0522, 3.2890], [-2.5814, -0.7927, 1.9077], [-4.7057, -2.7599, 3.0111], [-4.4028, -2.0425, 1.2801], [-5.4781, 0.4961, 1.7625], [2.7624, 4.1171, 3.4896], [1.8213, 3.0441, 2.5814], [6.0175, 1.8581, 3.0956], [-5.0523, 2.5239, -2.1748], [-5.6767, 2.2179, -0.9221], [-4.9315, 1.9295, 0.2690], [-6.7436, 1.0220, -1.1670], [-8.0484, 1.4549, -0.7767], [-8.0496, 2.9608, -0.9850], [-6.7451, 3.3904, -0.5860], [-8.1903, 1.2009, 0.2778], [-8.8107, 0.9553, -1.3751], [-8.8171, 3.4617, -0.3950], [-8.1806, 3.2139, -2.0403], [-10.0364, 6.3430, -4.8135], [-8.9503, 5.8046, -4.0517], [-8.9932, 4.5058, -3.4487], [-8.5403, 6.8886, -2.9171], [-7.1686, 7.2540, -3.0777], [-6.8775, 7.0801, -4.5602], [-7.5997, 5.9096, -4.9439], [-6.5616, 6.5736, -2.4737], [-7.0057, 8.2789, -2.7427], [-5.8136, 6.9599, -4.7639], [-7.2657, 7.9222, -5.1406], [1.7454, -5.3228, 5.8121], [3.1600, -5.4974, 5.6725], [3.8724, -6.5799, 6.2836], [3.8849, -4.1047, 6.0786], [4.6625, -3.6308, 4.9778], [3.9660, -4.1624, 3.7356], [3.5233, -5.4736, 4.0917], [5.6716, -4.0422, 5.0714], [4.7132, -2.5415, 4.9877], [4.6287, -4.2014, 2.8714], [3.0850, -3.5631, 3.4908], [5.3296, -13.0292, 5.4604], [4.2798, -12.4930, 6.2750], [3.5512, -13.2828, 7.2206], [3.2215, -11.7384, 5.3039], [3.1077, -10.3681, 5.6925], [4.4519, -10.0122, 6.3073], [4.8465, -11.1762, 7.0352], [2.3032, -10.2882, 6.4288], [2.8714, -9.7455, 4.8291], [4.3909, -9.1473, 6.9674], [5.2029, -9.8266, 5.5339]], "forces_ev_per_a": [[-1.478, -0.467, 0.037], [0.308, 1.917, 0.666], [-0.605, -0.624, -1.300], [-0.284, 2.287, 0.891], [0.139, 2.546, 2.074], [-0.754, -0.098, 3.884], [-0.143, -2.783, 1.365], [-1.780, -1.373, 0.111], [-0.676, 0.435, -0.010], [-0.155, 1.498, 0.340], [-0.266, -0.070, -0.730], [-0.815, 0.039, 0.805], [-0.550, -0.039, -0.156], [0.324, 0.602, 0.778], [0.200, -1.471, 0.744], [1.123, 2.272, 0.475], [-1.289, -0.283, -0.199], [-0.442, -2.646, -1.302], [0.681, -0.367, -5.346], [0.421, 2.462, -0.442], [-0.752, 1.834, -0.205], [-0.903, 1.722, 1.042], [-4.348, -2.134, 1.180], [-0.827, -2.375, -1.313], [2.482, -1.554, -2.272], [1.539, -0.555, -2.214], [2.154, 1.080, 0.448], [0.544, 1.978, -0.365], [1.091, -0.838, -0.615], [0.718, 1.500, -1.134], [0.285, -0.045, -0.273], [0.762, 3.773, 1.579], [0.688, 1.449, 0.497], [-1.060, 1.031, -2.535], [0.266, 0.855, 2.710], [1.016, -0.722, 0.137], [-1.883, -1.398, -0.759], [-1.495, -0.455, -0.212], [1.301, -1.257, -0.484], [0.776, 0.442, 1.515], [1.672, 0.565, 0.322], [-1.365, 0.765, -0.158], [0.322, -1.834, 0.084], [1.209, 1.097, -0.542], [-0.236, 0.274, 1.707], [0.410, 0.634, 1.770], [-1.401, -0.682, -0.462], [-0.426, -1.614, -0.713], [1.435, 0.369, -1.132], [-0.640, -1.654, 0.577], [0.346, 1.126, 0.985], [0.402, -0.448, -1.410], [0.355, -1.508, 0.928], [1.486, -0.563, -0.808], [0.640, -0.095, 1.815], [-1.305, 0.207, -0.735], [1.262, 0.272, -1.301], [1.495, -0.213, 0.043], [-0.217, 1.449, -1.094], [-0.884, -1.210, 0.152], [-1.191, 1.197, 0.035], [-0.688, -1.239, 0.282], [0.877, -0.048, -1.364], [0.837, 0.241, 1.375], [-0.318, -1.559, -0.678], [-0.217, -1.572, -0.618], [0.069, -0.673, 0.669], [0.339, -1.081, -1.440], [0.292, 1.588, 0.204], [0.178, -1.829, -0.416], [-1.082, -0.211, 1.281], [0.025, 1.528, -0.744], [-0.134, -0.087, 2.002], [-0.054, -1.449, 0.676], [-0.077, -0.782, -0.699], [0.609, 0.225, -0.006], [-0.355, 0.648, -0.037], [-0.051, -0.344, 1.054], [-0.658, 0.020, -0.283], [-0.151, 0.421, -0.932], [0.687, 0.771, -0.149], [-0.475, 0.165, 0.628], [-0.490, -0.284, -0.781], [0.779, -0.710, 0.346], [-0.016, -0.033, -0.058], [0.284, -0.028, -0.080], [0.285, 0.054, 0.093], [-0.032, -0.101, 0.287], [0.611, -0.658, 0.767], [0.104, 0.439, -0.296], [-0.251, 0.864, -0.704], [-0.312, -0.370, -0.752], [0.674, -0.168, 0.109], [-0.038, 0.684, -0.029], [-0.512, -0.378, 0.768], [0.015, 0.055, -0.047], [-0.273, -0.097, -0.012], [-0.167, -0.257, -0.029], [0.070, -0.002, 0.061], [1.053, -0.375, 0.201], [-0.111, 0.460, -0.316], [-0.681, 0.429, -0.382], [-0.638, -0.644, -0.273], [0.559, -0.032, -0.383], [-0.223, 0.648, -0.062], [0.218, -0.308, 1.015], [-0.035, 0.042, -0.037], [-0.198, -0.121, 0.168], [-0.113, -0.238, 0.103], [0.109, 0.001, 0.038], [-0.873, 0.098, 0.605], [0.071, 0.169, -0.019], [0.723, 0.377, -0.655], [0.774, -0.319, 0.276], [-0.244, 0.461, 0.428], [0.118, 0.412, -0.529], [-0.641, -0.733, -0.134], [0.054, 0.055, -0.037], [0.066, -0.259, -0.030], [0.032, -0.237, 0.085], [-0.084, 0.063, 0.017]], "mulliken_charge": [-0.1733, -0.6460, 0.0200, -0.4485, -0.2210, -0.5048, 0.3221, -0.8187, -0.4852, -0.4609, -0.8423, -0.3410, -0.0919, -0.3267, 0.2113, -0.4566, -0.5533, 0.2364, 0.1087, 0.0787, -0.1298, 0.6107, 0.0387, -0.3011, -0.4787, -0.5313, 0.5991, -0.9776, -0.4457, -0.4282, -0.2663, -0.8354, 0.0523, 0.2024, -0.1085, -0.5426, -0.4453, 0.1934, -0.3702, 0.3621, 0.3546, 0.2948, 0.0277, 0.2349, 0.1759, 0.3238, 0.3056, 0.3442, 0.2854, 0.4057, 0.0771, 0.3349, 0.3486, 0.2599, 0.1230, -0.0772, 0.3406, 0.2403, 0.1859, 0.2446, -0.3990, 0.2292, 0.1902, 0.2681, 0.1389, 0.5310, 0.3300, 0.2919, 0.4196, 0.3593, 0.2833, 0.3966, 0.2504, 0.1026, 0.2775, 0.3347, 0.3422, -0.5358, 1.0798, -0.5186, -0.3008, -0.3042, -0.2444, -0.3120, 0.2400, 0.3244, 0.3226, 0.3023, -0.5456, 1.0676, -0.5354, -0.3018, -0.2495, -0.3241, -0.3056, 0.2175, 0.3067, 0.3209, 0.2870, -0.5479, 1.0610, -0.4788, -0.3512, -0.3850, 0.2539, -0.3337, 0.2968, 0.3197, 0.3870, -0.1997, -0.5363, 1.0917, -0.5265, -0.3244, -0.2751, -0.2307, -0.3291, 0.3125, 0.2696, 0.2614, 0.2924], "homo_lumo_gap_ev": 8.03, "e_tot_ha": -6009.223915, "homo_ev": -8.215, "lumo_energy_ev": -0.18}